{"formula": "C24H22N2O3", "method": "the ωB97M-V functional and the def2-TZVPD basis", "e_homo_ev": -7.76, "smiles": "Cc1ccc(C(=O)N/C(=C/C=C/c2ccccc2)C(=O)NCc2ccco2)cc1", "energy_ev": -34367.481, "de_lowest_kj_mol": 245.2, "spin_multiplicity": 1, "max_force_ha_per_bohr": 0.0192, "gap_ha": 0.2834, "charge": 0, "symbols": ["C", "C", "C", "C", "C", "C", "O", "N", "C", "C", "C", "C", "C", "C", "C", "C", "C", "C", "C", "O", "N", "C", "C", "C", "C", "C", "O", "C", "C", "H", "H", "H", "H", "H", "H", "H", "H", "H", "H", "H", "H", "H", "H", "H", "H", "H", "H", "H", "H", "H", "H"], "coordinates": [[-6.521107, 3.581583, -0.741986], [-5.185361, 3.021227, -0.366456], [-4.983271, 1.647743, -0.295789], [-3.744170, 1.124623, 0.022163], [-2.672406, 1.973202, 0.284559], [-1.315046, 1.491429, 0.658662], [-0.625746, 2.110481, 1.455209], [-0.944604, 0.345932, 0.028058], [0.215833, -0.455589, 0.095601], [0.047865, -1.793011, -0.004770], [1.087245, -2.772730, -0.030535], [0.831690, -4.092856, -0.088501], [1.809826, -5.158797, -0.128577], [1.368771, -6.485008, -0.068606], [2.263155, -7.536131, -0.102675], [3.622489, -7.288037, -0.202159], [4.076350, -5.979817, -0.268774], [3.184988, -4.926481, -0.232803], [1.590459, 0.162478, 0.078605], [2.438913, -0.250723, -0.693767], [1.812773, 1.124608, 0.986210], [3.031152, 1.908665, 0.966009], [2.761538, 3.282313, 0.444681], [2.305504, 3.706611, -0.769422], [2.174823, 5.113072, -0.672468], [2.557813, 5.435661, 0.591652], [2.910465, 4.334922, 1.275719], [-2.877493, 3.350250, 0.240956], [-4.114325, 3.864583, -0.090362], [-7.318148, 2.878622, -0.512707], [-6.709787, 4.516057, -0.218750], [-6.547921, 3.786149, -1.812865], [-5.809480, 0.978123, -0.487244], [-3.635672, 0.051325, 0.102644], [-1.684072, -0.092124, -0.507098], [-0.967717, -2.176577, -0.048844], [2.098869, -2.402318, -0.015361], [-0.202572, -4.420276, -0.098567], [0.309040, -6.685818, 0.008901], [1.901337, -8.553116, -0.053278], [4.323889, -8.108793, -0.230734], [5.135283, -5.782108, -0.351612], [3.555078, -3.915346, -0.296329], [1.008699, 1.533799, 1.467904], [3.433240, 1.983072, 1.980051], [3.740520, 1.380112, 0.321527], [2.097687, 3.091602, -1.621070], [1.843803, 5.784418, -1.438218], [2.624145, 6.374586, 1.104451], [-2.048404, 4.003684, 0.466784], [-4.255941, 4.934724, -0.130018]], "forces_ev_per_angstrom": [[0.0, 0.0, -0.1], [0.1, -0.1, 0.1], [-0.1, 0.1, 0.0], [0.2, 0.1, 0.0], [-0.3, 0.2, 0.0], [0.1, -0.1, 0.1], [-0.1, 0.1, 0.1], [-0.5, -0.1, -0.3], [0.0, -0.9, 0.0], [-0.2, 0.9, 0.2], [0.3, -0.9, -0.1], [-0.3, 0.9, 0.1], [0.4, -0.5, 0.0], [0.0, 0.3, 0.0], [0.1, -0.1, 0.0], [0.0, -0.1, 0.0], [0.1, 0.0, 0.0], [-0.2, 0.0, 0.0], [0.0, 0.1, 0.3], [0.2, -0.1, -0.3], [0.0, 0.2, 0.3], [0.1, 0.1, 0.0], [-0.2, -0.3, -0.8], [0.3, -0.3, 0.5], [0.1, 0.3, 0.5], [-0.3, 0.5, -0.7], [0.2, -0.2, 0.4], [0.1, -0.1, 0.0], [0.0, -0.1, 0.0], [-0.1, 0.0, 0.0], [-0.1, 0.1, 0.0], [-0.1, 0.0, 0.0], [-0.1, -0.1, 0.0], [0.0, -0.1, 0.0], [0.2, 0.2, 0.0], [-0.1, 0.1, 0.1], [0.1, 0.0, 0.0], [-0.1, 0.0, 0.0], [-0.1, 0.0, 0.0], [0.0, -0.1, 0.0], [0.1, -0.1, 0.0], [0.1, 0.0, 0.0], [0.1, 0.1, 0.0], [0.1, -0.2, -0.2], [0.1, 0.0, -0.1], [-0.1, 0.1, 0.2], [0.0, -0.2, -0.2], [-0.1, 0.2, -0.1], [0.0, 0.1, 0.2], [0.1, 0.1, 0.0], [0.0, 0.1, 0.0]]}

{"formula": "C24H22N2O7S", "method": "the ωB97M-V functional and the def2-TZVPD basis", "e_homo_ev": -8.51, "smiles": "CCOC(=O)c1ccc(/N=c2/sc(C(=O)OC)cc(=O)n2-c2ccc(C(=O)OCC)cc2)cc1", "energy_ev": -53393.880, "de_lowest_kj_mol": 0.0, "spin_multiplicity": 1, "max_force_ha_per_bohr": 0.0182, "gap_ha": 0.2856, "charge": 0, "symbols": ["C", "C", "O", "C", "O", "C", "C", "C", "C", "N", "C", "S", "C", "C", "O", "O", "C", "C", "C", "O", "N", "C", "C", "C", "C", "C", "O", "O", "C", "C", "C", "C", "C", "C", "H", "H", "H", "H", "H", "H", "H", "H", "H", "H", "H", "H", "H", "H", "H", "H", "H", "H", "H", "H", "H", "H"], "coordinates": [[6.579230, 3.424837, 0.369179], [6.015422, 2.169322, 1.019995], [4.595855, 2.109857, 0.902442], [4.100961, 1.652774, -0.257896], [4.796679, 1.275936, -1.173474], [2.626620, 1.645284, -0.278885], [1.974083, 1.104222, -1.385980], [0.600364, 1.036675, -1.428406], [-0.153598, 1.497299, -0.345717], [-1.524760, 1.487237, -0.362946], [-2.394220, 0.603412, -0.158569], [-4.045446, 1.243992, -0.348015], [-5.026870, -0.101070, 0.134462], [-6.497285, 0.163271, 0.124393], [-7.329214, -0.647638, 0.430035], [-6.748806, 1.408981, -0.265742], [-8.116994, 1.792385, -0.322099], [-4.553069, -1.301979, 0.501391], [-3.150338, -1.691006, 0.524029], [-2.779165, -2.802644, 0.826758], [-2.203959, -0.722340, 0.173655], [-0.846990, -1.202785, 0.153942], [-0.425012, -1.965381, -0.924924], [0.885619, -2.395179, -0.977476], [1.776609, -2.046121, 0.032271], [3.191522, -2.494712, -0.094388], [3.534883, -3.436815, -0.763525], [4.021499, -1.731211, 0.617856], [5.412784, -2.061720, 0.562404], [6.040558, -1.713290, -0.779798], [1.334352, -1.314922, 1.128732], [0.015711, -0.907146, 1.198545], [0.497942, 2.104089, 0.733619], [1.871412, 2.164569, 0.771557], [7.652588, 3.468915, 0.530164], [6.117465, 4.311205, 0.797703], [6.383245, 3.406397, -0.700033], [6.210503, 2.161547, 2.094748], [6.450322, 1.277933, 0.555944], [2.569449, 0.729236, -2.204602], [0.095062, 0.615191, -2.284212], [-8.583270, 1.670836, 0.657383], [-8.125937, 2.835402, -0.626255], [-8.651792, 1.174762, -1.046068], [-5.251683, -2.073977, 0.792538], [-1.120629, -2.214170, -1.711953], [1.241507, -2.991780, -1.803134], [5.527009, -3.131998, 0.767212], [5.859831, -1.481023, 1.372542], [7.119215, -1.825987, -0.713460], [5.663119, -2.378623, -1.551416], [5.800743, -0.689218, -1.056390], [2.022283, -1.071049, 1.922251], [-0.342806, -0.350521, 2.051068], [-0.095003, 2.500266, 1.544170], [2.372665, 2.611471, 1.615443]], "forces_ev_per_angstrom": [[-0.3, -0.3, 0.1], [0.5, 0.0, -0.1], [-0.3, 0.1, 0.1], [0.2, -0.1, -0.2], [0.0, 0.1, 0.1], [-0.3, 0.0, 0.0], [0.2, 0.1, 0.2], [-0.1, 0.1, 0.1], [0.8, 0.2, 0.0], [-0.9, 0.3, -0.2], [-0.3, 0.3, 0.0], [0.3, 0.1, 0.0], [0.6, -0.5, 0.1], [-0.3, -0.4, 0.2], [0.0, 0.1, 0.0], [0.3, 0.1, -0.1], [-0.5, 0.0, 0.0], [-0.8, 0.4, -0.1], [0.0, -0.1, 0.1], [-0.2, 0.1, 0.0], [0.5, -0.3, 0.0], [0.4, -0.3, 0.1], [0.0, 0.1, 0.2], [0.1, 0.0, 0.1], [-0.2, 0.0, 0.0], [-0.1, -0.2, -0.1], [0.0, 0.0, 0.0], [-0.2, 0.2, 0.1], [0.5, -0.3, -0.2], [-0.3, 0.0, 0.2], [0.1, -0.1, -0.1], [-0.2, -0.2, -0.1], [-0.1, 0.0, -0.1], [0.2, -0.1, -0.1], [0.1, 0.0, 0.0], [0.0, 0.1, 0.0], [0.0, 0.0, -0.1], [0.0, 0.0, -0.1], [-0.1, 0.1, 0.1], [0.1, 0.0, -0.1], [0.0, 0.0, -0.1], [0.0, 0.0, -0.1], [0.0, -0.1, 0.0], [0.0, 0.1, 0.1], [0.0, 0.0, 0.0], [-0.1, 0.0, -0.1], [0.0, -0.1, -0.1], [0.0, 0.2, 0.1], [-0.1, -0.1, -0.1], [0.1, 0.0, 0.0], [0.0, 0.0, 0.0], [0.1, 0.0, 0.0], [0.1, 0.1, 0.1], [0.0, 0.1, 0.0], [-0.1, 0.1, 0.1], [0.0, 0.0, 0.1]]}

{"formula": "C24H22N6O4S", "method": "the ωB97M-V functional and the def2-TZVPD basis", "e_homo_ev": -7.74, "smiles": "O=c1[nH]c2cc3c(cc2cc1CN(Cc1cccs1)Cc1nnnn1Cc1ccco1)OCCO3", "energy_ev": -53209.365, "spin_multiplicity": 1, "max_force_ha_per_bohr": 0.0309, "gap_ha": 0.3026, "charge": 0, "symbols": ["O", "C", "N", "C", "C", "C", "C", "C", "C", "C", "C", "C", "N", "C", "C", "C", "C", "C", "S", "C", "C", "N", "N", "N", "N", "C", "C", "C", "C", "C", "O", "O", "C", "C", "O", "H", "H", "H", "H", "H", "H", "H", "H", "H", "H", "H", "H", "H", "H", "H", "H", "H", "H", "H", "H", "H", "H"], "coordinates": [[-2.117891, 1.191822, -1.296137], [-1.599461, 0.183954, -0.837802], [-2.096326, -0.389996, 0.306727], [-1.602326, -1.509940, 0.917324], [-2.150974, -1.985994, 2.102913], [-1.636696, -3.121475, 2.702273], [-0.536271, -3.785479, 2.123564], [-0.003162, -3.323572, 0.940068], [-0.523767, -2.188627, 0.315033], [0.040383, -1.628797, -0.867738], [-0.437815, -0.487285, -1.411227], [0.199293, 0.205211, -2.580763], [0.813644, 1.454402, -2.148736], [1.048453, 2.387077, -3.241581], [2.054931, 1.917081, -4.245272], [1.852273, 1.136577, -5.341810], [3.045667, 0.819797, -6.030077], [4.143154, 1.359274, -5.445000], [3.743477, 2.266724, -4.041077], [1.974589, 1.245360, -1.301757], [1.569917, 0.898463, 0.083473], [2.015148, -0.098907, 0.814418], [1.390327, -0.018534, 1.981027], [0.595975, 0.967592, 2.011077], [0.675321, 1.589029, 0.831940], [-0.081203, 2.777013, 0.508199], [-1.042193, 3.085054, 1.604367], [-1.049051, 4.076149, 2.541125], [-2.205840, 3.865983, 3.329666], [-2.807906, 2.761728, 2.814445], [-2.114059, 2.284433, 1.770571], [0.027783, -4.886595, 2.714909], [-0.321378, -5.023030, 4.074203], [-1.830080, -4.860046, 4.242238], [-2.228681, -3.563270, 3.849418], [-2.851385, 0.114837, 0.756168], [-2.978744, -1.480842, 2.574168], [0.841336, -3.839493, 0.513742], [0.903828, -2.117511, -1.296792], [-0.585815, 0.466335, -3.294613], [0.925817, -0.466305, -3.066537], [1.374368, 3.335039, -2.803731], [0.086803, 2.551292, -3.735076], [0.878950, 0.805779, -5.658387], [3.079300, 0.218642, -6.920992], [5.169023, 1.284841, -5.745916], [2.553507, 2.174762, -1.267237], [2.637802, 0.444387, -1.664268], [-0.611747, 2.598245, -0.434290], [0.610377, 3.615553, 0.381668], [-0.325699, 4.857320, 2.654479], [-2.535065, 4.454797, 4.160590], [-3.702457, 2.240591, 3.092925], [0.006527, -6.017356, 4.380025], [0.195586, -4.260558, 4.672496], [-2.131012, -4.972107, 5.284861], [-2.346558, -5.609428, 3.626713]], "forces_ev_per_angstrom": [[-0.1, 0.2, -0.2], [-0.1, -0.2, 0.3], [-0.3, 0.3, 0.0], [0.4, -0.7, 0.1], [0.1, -0.1, 0.1], [0.0, 0.1, -0.2], [0.0, 0.1, -0.1], [-0.3, 0.1, 0.3], [-0.4, 0.0, 0.4], [-0.3, 0.4, -0.2], [0.2, -0.4, -0.3], [-0.2, -0.1, 0.1], [0.1, 0.0, 0.0], [-0.1, 0.0, 0.1], [0.4, 0.1, 0.0], [0.0, 0.2, 0.2], [0.2, -0.1, -0.1], [0.1, 0.2, 0.3], [-0.4, -0.3, -0.4], [0.0, -0.1, -0.1], [-0.2, 0.3, 0.7], [0.6, 0.1, -1.0], [0.1, -0.5, 0.8], [-0.8, 0.7, 0.6], [1.1, -1.0, -0.6], [-0.7, 0.3, 0.0], [0.5, 0.9, 0.2], [0.1, -0.4, -0.6], [-0.4, -0.4, -0.1], [-0.1, 0.6, 0.7], [0.0, -0.3, -0.4], [0.0, 0.0, -0.3], [-0.4, 0.1, 0.4], [0.4, -0.5, 0.0], [0.0, 0.4, -0.2], [0.2, 0.0, -0.2], [-0.1, 0.1, 0.1], [0.2, -0.1, 0.0], [0.1, 0.0, -0.1], [0.1, 0.0, -0.1], [-0.1, 0.0, 0.0], [-0.1, 0.0, -0.1], [0.1, 0.1, 0.0], [-0.2, 0.0, 0.0], [0.1, -0.1, -0.2], [0.2, -0.1, -0.1], [0.0, -0.1, 0.0], [0.0, 0.1, 0.0], [0.2, 0.1, 0.2], [-0.1, 0.0, 0.1], [0.2, 0.1, 0.0], [-0.1, 0.1, 0.2], [-0.1, -0.1, 0.0], [-0.1, 0.1, 0.0], [0.0, -0.1, 0.0], [0.0, 0.0, -0.1], [0.0, 0.1, 0.1]]}